1.
120
Properties=species:S:1:pos:R:3:forces:R:3 method="wB97M-V/def2-TZVPD" energy_ha=-2714.3163 e_homo_ha=-0.34555
C -3.43948 -1.64651 -2.07370 -0.041 -0.041 0.045
C -3.96841 -0.45822 -1.24083 -0.185 -0.398 0.014
N -2.91645 0.22097 -0.45151 -0.216 0.530 -0.849
B -2.70214 1.62501 -0.72904 0.121 0.279 0.405
O -2.00400 2.40604 0.21539 0.550 -0.093 -0.777
B -1.05507 3.26516 -0.32519 -0.328 -0.113 -0.233
O -0.83591 3.25960 -1.70195 -0.475 -0.153 0.133
B -1.80362 2.70483 -2.55374 0.109 0.227 0.501
C -1.51056 2.38494 -4.06124 -0.274 -0.057 0.021
C -0.73567 1.03798 -4.08291 -0.232 0.016 0.051
O 0.60973 1.27545 -4.48132 -0.353 0.669 0.029
O -2.98037 2.25430 -1.95092 0.374 -0.619 0.025
H -3.77260 -1.59320 -3.11481 0.062 0.009 0.168
H -2.34201 -1.66972 -2.08080 -0.236 0.113 -0.060
H -3.78578 -2.60509 -1.66794 0.056 0.194 -0.034
H -4.47372 0.25962 -1.89645 0.133 -0.045 0.105
H -4.72228 -0.83421 -0.53971 0.110 0.146 -0.158
H -2.02592 -0.23732 -0.64029 0.070 -0.081 0.567
H -0.46300 4.00780 0.38772 -0.020 -0.031 -0.074
H -0.93598 3.15568 -4.58324 0.047 -0.195 0.080
H -2.45671 2.24146 -4.59887 0.193 0.123 0.094
H -1.22427 0.33666 -4.77401 0.097 0.163 0.052
H -0.74139 0.55918 -3.09013 -0.007 0.089 -0.198
H 1.05269 0.43709 -4.53604 0.371 -0.591 0.016
C 1.18910 1.27579 2.43745 -0.204 0.080 0.046
C 2.26813 0.33907 2.70827 -0.079 0.063 0.070
N 3.11192 -0.40542 2.93558 0.083 -0.108 -0.089
H 0.62776 0.95431 1.55998 0.029 -0.022 -0.001
H 0.52091 1.30427 3.29767 0.037 -0.029 -0.010
H 1.58051 2.26913 2.23210 0.063 -0.031 -0.029
C 2.94082 3.00862 -2.69022 -0.030 0.077 -0.123
C 2.46113 2.95630 -1.31810 0.070 -0.034 -0.045
N 2.08093 2.91328 -0.23616 0.098 -0.076 0.135
H 2.15249 2.65673 -3.35577 -0.011 -0.034 -0.023
H 3.20388 4.03222 -2.95383 -0.007 -0.011 0.012
H 3.81918 2.37591 -2.80970 -0.022 -0.047 0.027
C 3.63560 -0.96526 -0.30844 -0.044 -0.110 0.226
C 4.38405 -0.56956 -1.49010 -0.199 0.044 -0.013
N 4.94176 -0.21956 -2.42995 0.093 0.034 -0.038
H 3.38253 -0.08865 0.28541 0.057 0.009 -0.073
H 2.70762 -1.46002 -0.58964 0.040 0.052 -0.103
H 4.22165 -1.65016 0.30290 0.045 0.025 -0.057
C -2.83406 0.84623 2.90809 -0.111 0.023 -0.060
C -1.94127 0.22453 3.87555 -0.078 -0.111 -0.009
N -1.24689 -0.30296 4.62381 0.033 0.074 -0.008
H -2.65596 0.44852 1.90715 -0.031 -0.010 0.040
H -3.87034 0.64003 3.17582 0.029 -0.026 0.027
H -2.67954 1.92336 2.87118 0.054 -0.016 0.030
C -6.22158 3.77116 2.74409 -0.009 0.037 0.033
C -5.96344 2.74809 1.73824 0.014 0.050 0.017
N -5.75625 1.94579 0.94483 0.045 -0.068 -0.036
H -5.30605 3.99674 3.28859 -0.002 -0.013 -0.013
H -6.58074 4.68021 2.26504 0.004 -0.014 -0.008
H -6.97476 3.42064 3.44764 0.008 -0.009 -0.012
C -0.22828 -3.50169 -1.44313 0.013 -0.115 0.027
C 0.08655 -2.08026 -1.46744 0.003 -0.040 -0.048
N 0.32148 -0.95609 -1.50545 0.016 -0.018 0.126
H -0.56841 -3.79026 -0.44986 0.006 0.010 0.062
H -1.01464 -3.71552 -2.16596 0.011 0.031 0.002
H 0.65761 -4.08293 -1.69646 -0.001 0.029 0.007
C -7.67435 -1.13355 1.57290 -0.029 0.034 0.047
C -7.09219 -2.04497 0.59993 0.065 -0.013 -0.025
N -6.61391 -2.74805 -0.17079 -0.017 -0.030 -0.010
H -7.42181 -0.10883 1.29959 0.017 -0.034 0.017
H -8.75713 -1.24799 1.58773 0.016 -0.004 -0.015
H -7.27393 -1.36384 2.55873 0.037 -0.003 0.038
C -7.46550 -1.93112 -3.35999 -0.067 0.067 0.138
C -6.40703 -1.76974 -4.34628 -0.054 -0.067 -0.045
N -5.58049 -1.63557 -5.13223 0.030 0.061 0.002
H -7.98474 -0.98304 -3.22543 -0.026 -0.056 0.002
H -8.18109 -2.68564 -3.68308 0.049 0.004 -0.067
H -7.05243 -2.23155 -2.39768 0.073 -0.041 -0.051
C -2.68488 -3.54221 4.39984 0.186 -0.015 0.054
C -4.08700 -3.19290 4.23121 0.048 -0.043 -0.056
N -5.18770 -2.90632 4.08138 -0.140 0.113 -0.020
H -2.14355 -2.68481 4.79678 0.016 0.020 0.000
H -2.57427 -4.37900 5.08800 -0.096 0.002 -0.001
H -2.23638 -3.81930 3.44702 -0.060 0.013 -0.018
C 7.63870 1.70216 -2.76576 -0.128 -0.007 -0.074
C 8.99297 1.77100 -2.23402 -0.035 0.043 -0.002
N 10.05622 1.85239 -1.80946 0.031 0.009 0.006
H 7.14182 0.77766 -2.47999 0.049 -0.017 0.014
H 7.04716 2.53644 -2.38972 0.013 0.004 0.007
H 7.64903 1.75444 -3.85361 0.032 -0.012 0.009
C 2.31903 -3.86907 3.08906 0.261 0.051 -0.059
C 0.95910 -4.12897 2.64709 -0.011 0.067 0.018
N -0.11765 -4.31726 2.29688 -0.034 -0.007 -0.113
H 2.69794 -2.96068 2.61896 -0.076 0.009 0.010
H 2.35547 -3.73142 4.16703 -0.103 -0.016 0.001
H 2.97224 -4.70275 2.83447 -0.062 -0.032 -0.002
C -8.09566 2.41352 -4.71647 0.005 0.018 -0.049
C -8.70057 1.67378 -3.61549 0.094 0.021 0.008
N -9.14779 1.07848 -2.74253 -0.066 0.023 0.010
H -7.53918 1.73039 -5.35682 -0.006 -0.007 0.015
H -8.86736 2.90561 -5.30565 0.002 -0.009 0.010
H -7.41165 3.16448 -4.32517 -0.008 -0.011 0.011
C 4.49424 -3.85592 7.35169 -0.017 0.037 0.034
C 4.44552 -4.64935 6.12954 0.082 0.022 0.028
N 4.42357 -5.26538 5.16157 -0.020 0.018 -0.009
H 5.46887 -3.96450 7.82396 -0.005 -0.009 -0.014
H 4.33191 -2.80504 7.11599 0.006 -0.010 -0.014
H 3.72398 -4.19013 8.04441 0.003 -0.003 -0.014
C 5.86928 -2.80431 2.74226 -0.047 0.130 0.262
C 5.79108 -3.54355 1.49202 -0.027 0.123 -0.086
N 5.67921 -4.04349 0.46404 -0.006 -0.086 0.046
H 6.84032 -2.89428 3.22501 0.033 -0.119 -0.125
H 5.68479 -1.74798 2.55852 -0.050 -0.019 -0.031
H 5.10745 -3.14927 3.43976 0.032 -0.073 -0.025
C 6.62069 1.75466 2.61560 -0.001 0.031 -0.033
C 6.37783 0.74198 3.63557 -0.050 0.023 -0.010
N 6.16713 -0.06294 4.42500 0.101 0.006 0.090
H 6.86736 1.27661 1.66839 -0.001 -0.010 0.014
H 5.72857 2.36456 2.48161 -0.003 -0.014 0.007
H 7.45052 2.39389 2.91159 -0.008 -0.009 0.005
C 8.49918 4.74346 -4.69380 0.044 0.012 -0.014
C 7.10029 4.45941 -4.99626 0.079 0.001 0.048
N 6.00062 4.22328 -5.22174 -0.059 -0.009 0.029
H 8.76616 5.73436 -5.05667 -0.014 -0.008 -0.001
H 8.66700 4.70447 -3.61842 -0.012 -0.006 -0.006
H 9.14251 4.00763 -5.17374 -0.014 0.001 0.000

***

2.
114
Properties=species:S:1:pos:R:3:forces:R:3 method="wB97M-V/def2-TZVPD" energy_ha=-5737.6492 e_homo_ha=-0.27238
Y 0.81794 0.75326 -0.48538 0.847 0.695 -1.407
C 3.70234 -2.84471 2.41882 0.045 -0.045 0.031
C 3.45363 -1.69803 1.43558 0.090 0.013 0.160
C 3.22153 -0.42007 2.26279 -0.003 -0.053 0.034
C 4.70981 -1.47068 0.58831 -0.008 -0.067 -0.059
P 1.95690 -1.90301 0.33916 -0.539 0.193 -0.100
C 0.63138 -2.50907 1.49705 0.215 -0.159 0.150
N 0.02884 -1.36651 2.13618 -0.064 0.097 -0.151
B -0.00858 -0.01883 1.59454 -0.694 -0.588 1.749
N -0.72976 0.70977 2.63188 0.127 -0.025 -0.211
C -0.99207 2.13074 2.61960 -0.085 0.121 0.164
P -1.29203 2.65908 0.87035 0.331 -0.201 0.018
C -0.94471 4.49609 0.93915 -0.113 0.120 0.027
C -1.31587 5.10890 -0.41485 -0.018 0.010 -0.076
C -1.63218 5.26848 2.07318 -0.021 0.095 -0.003
C 0.56724 4.67125 1.13698 0.053 0.008 0.024
C -3.12788 2.35858 0.62394 -0.118 0.106 0.015
C -3.35880 2.15876 -0.87848 -0.031 -0.001 0.001
C -4.05133 3.47317 1.12502 -0.059 -0.018 -0.002
C -3.53977 1.08982 1.38151 -0.077 -0.016 0.000
C -1.11814 -0.14313 3.65156 0.051 0.096 0.027
C -1.82411 0.08684 4.81789 -0.081 -0.002 0.086
C -2.09716 -0.99541 5.65286 0.025 0.017 -0.038
C -1.66392 -2.27472 5.32885 -0.005 0.018 -0.014
C -0.94056 -2.50930 4.16097 -0.024 -0.075 0.057
C -0.66613 -1.43754 3.33164 0.071 -0.091 -0.027
C 2.11533 -3.32788 -0.86402 0.266 -0.161 0.013
C 3.08733 -2.95907 -1.99159 0.004 0.051 -0.021
C 2.56038 -4.64401 -0.22252 0.017 -0.059 -0.025
C 0.75285 -3.53589 -1.53336 -0.139 -0.004 -0.047
H 4.64036 -2.64617 2.94367 0.012 0.002 0.020
H 3.79310 -3.81997 1.94309 0.004 0.062 0.016
H 2.92238 -2.90115 3.17866 -0.020 0.003 -0.012
H 4.10420 -0.26306 2.88757 0.021 0.011 0.037
H 2.35318 -0.50656 2.91519 0.007 -0.029 0.023
H 3.09640 0.46788 1.64415 0.049 -0.030 -0.002
H 5.49288 -1.07446 1.23693 0.038 0.021 -0.006
H 4.54931 -0.74441 -0.21162 -0.047 0.032 -0.001
H 5.08464 -2.39529 0.15080 -0.005 -0.054 -0.033
H 1.04880 -3.18493 2.25204 0.018 0.027 -0.106
H -0.09343 -3.08288 0.91179 -0.059 0.081 0.058
H -0.13455 2.70106 2.99430 -0.028 -0.041 0.026
H -1.84194 2.37558 3.26465 0.012 -0.004 -0.076
H -2.38778 5.08480 -0.60820 0.002 -0.009 0.009
H -0.81923 4.59895 -1.24441 0.033 -0.030 0.021
H -1.00235 6.15563 -0.43041 -0.003 0.021 -0.009
H -2.69462 5.42912 1.90896 0.090 -0.006 -0.008
H -1.16353 6.25324 2.15336 0.006 0.024 -0.010
H -1.50451 4.77832 3.03925 0.014 -0.035 0.018
H 1.16538 4.00359 0.52265 -0.047 -0.014 -0.081
H 0.86786 4.50792 2.17239 -0.012 -0.045 0.027
H 0.82597 5.70163 0.88245 0.036 0.034 0.034
H -3.08793 3.04428 -1.45547 0.032 0.016 -0.014
H -4.42134 1.96322 -1.05133 -0.020 -0.023 -0.018
H -2.78128 1.31740 -1.26029 0.012 -0.022 -0.001
H -3.93597 4.40825 0.57942 0.006 -0.041 -0.023
H -3.92203 3.67422 2.18925 0.021 -0.043 0.005
H -5.08309 3.14030 0.98277 -0.025 0.001 -0.009
H -2.92037 0.22446 1.16693 0.079 0.029 -0.066
H -4.56506 0.84669 1.08685 -0.029 -0.016 0.013
H -3.53766 1.25243 2.45960 -0.024 -0.016 0.034
H -2.15836 1.08148 5.08403 -0.004 0.013 0.009
H -2.65246 -0.83299 6.56617 -0.018 0.000 0.034
H -1.88858 -3.09954 5.99133 -0.005 -0.022 0.015
H -0.60850 -3.50875 3.91009 0.010 -0.017 -0.003
H 4.11460 -2.84820 -1.65680 0.070 0.022 0.066
H 2.77561 -2.03082 -2.47235 -0.051 0.020 0.008
H 3.06636 -3.75445 -2.74028 0.029 -0.011 -0.022
H 3.60498 -4.61301 0.08723 -0.011 0.018 -0.031
H 2.46253 -5.45464 -0.94989 -0.010 -0.001 -0.029
H 1.95348 -4.90736 0.64558 -0.021 0.013 0.005
H 0.30408 -2.60923 -1.89502 0.093 0.060 0.026
H 0.02126 -4.00246 -0.87556 0.008 -0.036 0.006
H 0.89649 -4.18753 -2.39885 -0.023 -0.070 0.024
C -2.46707 -1.05678 -3.64895 0.130 0.093 0.005
N -3.42356 -1.75717 -2.81842 -0.009 0.025 0.041
C -4.78623 -1.68478 -3.32597 -0.112 0.028 -0.029
C -3.17385 -2.02865 -1.52064 -0.011 -0.119 0.262
S -1.92009 -1.38207 -0.59005 0.161 -0.047 -0.329
N -4.04499 -2.90376 -0.94127 -0.035 0.022 0.069
C -4.53134 -4.06488 -1.67335 0.002 0.016 -0.001
C -4.08200 -3.06494 0.50094 -0.020 -0.063 0.008
H -2.63358 -1.35155 -4.68416 0.058 -0.008 -0.032
H -1.45361 -1.30284 -3.35169 0.048 -0.006 0.006
H -2.59928 0.02090 -3.56831 0.049 0.142 -0.021
H -4.94508 -0.68684 -3.74135 -0.005 -0.013 0.000
H -5.50059 -1.84090 -2.52250 0.011 0.005 -0.023
H -4.96906 -2.41493 -4.11754 0.019 -0.010 0.013
H -4.11404 -4.07650 -2.67579 -0.016 -0.035 -0.009
H -5.62095 -4.07927 -1.73814 -0.021 -0.007 -0.009
H -4.20631 -4.96867 -1.15266 -0.002 -0.019 -0.010
H -3.91116 -2.11429 0.99537 -0.029 0.001 0.006
H -3.31947 -3.77194 0.84217 0.009 0.016 0.034
H -5.06772 -3.44676 0.76876 -0.001 -0.015 0.033
Se -0.39081 2.09670 -5.27581 0.012 -0.208 0.645
C -0.32032 1.58514 -3.55373 -0.020 0.274 -0.842
N -0.26791 1.24451 -2.43745 -0.115 0.147 -0.059
F 7.11304 2.32773 -4.47175 -0.016 0.045 0.019
C 5.96500 1.90080 -3.94981 -0.108 -0.167 0.021
C 5.18801 2.69287 -3.20887 -0.025 0.034 -0.018
N 3.98989 2.24559 -2.68467 0.081 -0.019 0.109
C 3.19351 3.08281 -1.78405 0.046 0.105 -0.316
C 3.43131 2.62910 -0.33134 -0.135 -0.290 0.260
O 4.54962 2.73745 0.12758 0.088 0.095 -0.098
O 2.40961 2.10726 0.26744 -0.272 0.044 -0.385
C 3.60647 0.94575 -2.80579 -0.010 0.025 -0.023
O 2.61042 0.50073 -2.23535 -0.110 -0.179 0.121
N 4.39521 0.15756 -3.59754 -0.102 0.042 0.069
C 5.59647 0.51143 -4.21853 0.158 0.140 -0.065
O 6.22408 -0.27616 -4.87901 -0.016 -0.053 -0.002
H 5.45073 3.71653 -2.98511 0.026 -0.028 -0.025
H 2.15229 3.01330 -2.10614 0.024 0.034 0.130
H 3.53514 4.10925 -1.91523 -0.040 -0.053 0.082
H 4.09640 -0.80125 -3.71958 0.008 0.037 0.016